Record 1
{
  "formula": "C4H8O2",
  "method": "wB97M-V/def2-TZVPD",
  "smiles": "O=CCCCO",
  "total_energy_ev": -8371.7498,
  "orbital_gap_ev": 10.7,
  "elements": ["O", "C", "C", "C", "C", "O", "H", "H", "H", "H", "H", "H", "H", "H"],
  "positions_angstrom": [[3.02351, -0.36478, -1.27522], [2.30792, -0.08747, -0.35319], [0.92204, -0.66355, -0.15045], [-0.11515, 0.42990, 0.12222], [-1.52488, -0.11449, 0.29656], [-2.47041, 0.77600, -0.34318], [2.55201, 0.59505, 0.49059], [0.61717, -1.23663, -1.02478], [1.02014, -1.43530, 0.60810], [0.20298, 1.03445, 0.96431], [-0.08444, 1.03617, -0.77323], [-1.75986, -0.13668, 1.35173], [-1.68631, -1.05551, -0.23842], [-3.00473, 1.22283, 0.32499]],
  "mulliken_charge": [-0.47, -0.04, -0.51, -0.43, -0.48, -0.54, 0.29, 0.32, 0.37, 0.34, 0.28, 0.29, 0.29, 0.30]
}

Record 2
{
  "formula": "C40H35BF2GeNO7OsS",
  "method": "wB97M-V/def2-TZVPD",
  "spin_multiplicity": 2,
  "total_energy_ev": -133801.6095,
  "orbital_gap_ev": [6.5, 6.4],
  "elements": ["Os", "O", "C", "C", "O", "O", "C", "C", "C", "C", "C", "C", "C", "C", "C", "C", "C", "C", "H", "H", "H", "H", "H", "H", "H", "H", "H", "H", "H", "C", "C", "C", "C", "C", "C", "C", "S", "O", "O", "N", "C", "C", "O", "O", "H", "H", "H", "H", "H", "H", "H", "H", "H", "F", "B", "F", "C", "Ge", "C", "C", "C", "C", "C", "C", "C", "C", "C", "C", "C", "C", "C", "C", "C", "C", "H", "H", "H", "H", "H", "H", "H", "H", "H", "H", "H", "H", "H", "H", "H"],
  "positions_angstrom": [[-0.83091, 0.48548, -0.89332], [1.27684, 1.06033, 0.23865], [1.15995, 1.94114, 1.35134], [-0.24263, 2.71779, 1.20359], [-0.55411, 3.50506, 2.06960], [-0.86555, 2.44203, 0.12155], [1.21467, 1.09757, 2.61524], [1.94798, -0.08915, 2.57056], [2.09390, -0.87431, 3.70308], [1.51571, -0.48352, 4.90086], [0.77337, 0.68588, 4.94891], [0.61660, 1.47058, 3.81539], [2.23703, 3.01528, 1.33931], [3.12110, 3.13966, 0.27182], [4.08019, 4.14274, 0.25871], [4.16459, 5.04148, 1.30696], [3.28532, 4.92530, 2.37459], [2.33247, 3.92163, 2.39449], [1.40807, 1.61189, -0.55985], [2.41783, -0.38579, 1.64203], [2.67123, -1.78913, 3.65346], [1.65048, -1.08426, 5.79081], [0.30864, 0.99060, 5.87750], [0.01053, 2.36266, 3.86047], [3.09028, 2.44778, -0.55853], [4.76027, 4.21905, -0.58072], [4.91006, 5.82547, 1.29317], [3.33679, 5.62339, 3.19969], [1.64547, 3.85003, 3.22199], [6.31027, -1.24835, -0.08237], [5.06962, -0.85262, -0.82663], [5.06933, 0.29251, -1.62431], [3.94702, 0.65789, -2.34019], [2.81168, -0.13993, -2.27087], [2.78776, -1.28265, -1.49162], [3.91690, -1.62915, -0.76803], [1.40674, 0.47076, -3.14917], [0.33463, -0.79152, -2.80206], [1.60349, 0.52292, -4.55847], [0.97576, 1.71076, -2.37740], [0.15748, 2.73102, -3.03756], [-1.23178, 2.16949, -3.43128], [-1.87385, 2.73710, -4.27841], [-1.55991, 1.06601, -2.82092], [6.79543, -0.37682, 0.35507], [7.01403, -1.70833, -0.77899], [6.08957, -1.96495, 0.70601], [5.95978, 0.90545, -1.67581], [3.94113, 1.55190, -2.95125], [1.90006, -1.89602, -1.45252], [3.89760, -2.51851, -0.15121], [0.64543, 3.10814, -3.93565], [0.01079, 3.54384, -2.32748], [-1.47322, -2.17542, -3.13150], [-0.48735, -1.46613, -3.65347], [-0.32663, -1.51848, -4.95860], [-1.79666, -0.58793, 2.61035], [-2.17567, -0.78343, 0.66595], [-1.63235, -2.67971, 0.35241], [-2.46681, -3.77601, 0.53549], [-1.99722, -5.06441, 0.31877], [-0.68883, -5.26785, -0.09567], [0.15731, -4.18470, -0.28536], [-0.31650, -2.90260, -0.05479], [-4.14995, -0.72147, 0.50243], [-4.91327, -0.45446, 1.61250], [-6.31771, -0.39920, 1.54452], [-6.95752, -0.60547, 0.35553], [-6.21848, -0.85964, -0.82252], [-6.85832, -1.04869, -2.06952], [-6.12904, -1.26315, -3.20548], [-4.72350, -1.28711, -3.14588], [-4.08262, -1.10020, -1.95446], [-4.79893, -0.89703, -0.75360], [-2.36095, -1.32111, 3.18522], [-2.04098, 0.41453, 2.96329], [-0.73419, -0.75002, 2.79278], [-3.49207, -3.61890, 0.85226], [-2.65535, -5.91017, 0.47224], [-0.32220, -6.27162, -0.26698], [1.17760, -4.35042, -0.61261], [0.33822, -2.04107, -0.18051], [-4.43028, -0.28969, 2.56786], [-6.88273, -0.18753, 2.44311], [-8.03797, -0.55567, 0.29493], [-7.94050, -1.01670, -2.10958], [-6.62893, -1.39957, -4.15524], [-4.15314, -1.44284, -4.05199], [-2.99835, -1.09171, -1.92207]],
  "lowdin_spin": [0.87, 0.03, 0.00, 0.00, 0.00, -0.01, 0.00, 0.00, 0.00, 0.00, 0.00, 0.00, 0.00, 0.00, 0.00, 0.00, 0.00, 0.00, 0.00, 0.00, 0.00, 0.00, 0.00, 0.00, 0.00, 0.00, 0.00, 0.00, 0.00, 0.00, 0.00, 0.00, 0.00, 0.00, 0.00, 0.00, 0.00, 0.00, 0.00, 0.01, 0.00, 0.00, 0.00, 0.06, 0.00, 0.00, 0.00, 0.00, 0.00, 0.00, 0.00, 0.00, 0.00, 0.00, 0.00, 0.00, 0.00, 0.02, -0.01, 0.00, 0.00, 0.00, 0.00, 0.00, 0.02, 0.00, 0.00, 0.00, 0.00, 0.00, 0.00, 0.00, 0.01, 0.00, 0.00, 0.00, 0.00, 0.00, 0.00, 0.00, 0.00, 0.00, 0.00, 0.00, 0.00, 0.00, 0.00, 0.00, 0.01]
}

Record 3
{
  "formula": "C5H11N3",
  "method": "wB97M-V/def2-TZVPD",
  "total_energy_ev": -9827.0804,
  "orbital_gap_ev": [7.1, 5.4],
  "elements": ["C", "C", "N", "H", "H", "H", "H", "H", "C", "N", "C", "C", "N", "H", "H", "H", "H", "H", "H"],
  "positions_angstrom": [[1.35138, -0.80086, -0.89453], [-0.00422, 1.54938, -0.45709], [-0.17391, 0.28873, -0.35183], [1.85178, -1.16625, 0.06602], [0.65155, -1.40729, -1.45338], [2.12560, -0.27986, -1.43369], [1.02908, 1.88185, -0.40011], [-0.84399, 2.23705, -0.48609], [-1.45286, -0.31675, -0.27550], [-2.47864, 0.35274, -0.95049], [2.11111, 0.55633, 1.85147], [-1.60183, -1.41509, 0.47250], [2.57748, 0.66325, 0.70346], [-2.22753, 0.69812, -1.86762], [-3.35902, -0.14010, -0.96287], [1.07936, 0.18809, 2.06664], [2.69748, 0.80815, 2.75464], [-0.77584, -1.78465, 1.05783], [-2.55700, -1.91287, 0.56063]],
  "mulliken_charge": [-0.84, -0.57, 0.00, 0.31, 0.37, 0.39, 0.39, 0.38, 0.57, -0.53, -0.21, -0.95, -0.67, 0.24, 0.22, 0.08, 0.29, 0.25, 0.25]
}

Repeat the third record exactly.
{
  "formula": "C5H11N3",
  "method": "wB97M-V/def2-TZVPD",
  "total_energy_ev": -9827.0804,
  "orbital_gap_ev": [7.1, 5.4],
  "elements": ["C", "C", "N", "H", "H", "H", "H", "H", "C", "N", "C", "C", "N", "H", "H", "H", "H", "H", "H"],
  "positions_angstrom": [[1.35138, -0.80086, -0.89453], [-0.00422, 1.54938, -0.45709], [-0.17391, 0.28873, -0.35183], [1.85178, -1.16625, 0.06602], [0.65155, -1.40729, -1.45338], [2.12560, -0.27986, -1.43369], [1.02908, 1.88185, -0.40011], [-0.84399, 2.23705, -0.48609], [-1.45286, -0.31675, -0.27550], [-2.47864, 0.35274, -0.95049], [2.11111, 0.55633, 1.85147], [-1.60183, -1.41509, 0.47250], [2.57748, 0.66325, 0.70346], [-2.22753, 0.69812, -1.86762], [-3.35902, -0.14010, -0.96287], [1.07936, 0.18809, 2.06664], [2.69748, 0.80815, 2.75464], [-0.77584, -1.78465, 1.05783], [-2.55700, -1.91287, 0.56063]],
  "mulliken_charge": [-0.84, -0.57, 0.00, 0.31, 0.37, 0.39, 0.39, 0.38, 0.57, -0.53, -0.21, -0.95, -0.67, 0.24, 0.22, 0.08, 0.29, 0.25, 0.25]
}